Entry 1:
C9H10N2O2 | the ωB97M-V functional and the def2-TZVPD basis

Results
- ΔE to the lowest compared entry with this formula, charge and spin: 414.0 kJ/mol
- SMILES string: CC1(C)C(=O)N=N[C@H]1c1ccco1
- Electronic energy: -608.80504 Eh
- Maximum force: 0.1064 Eh/bohr
- Lowest unoccupied orbital energy: -0.9 eV
- E_HOMO: -8.631 eV
- Orbital gap: 7.705 eV

The geometry in XYZ format:
```
23
Properties=species:S:1:pos:R:3:forces:R:3:mulliken_charge:R:1
O 1.9395 0.7494 -1.1187 -2.5 0.1 -0.6 -0.3333
O -3.6707 0.5982 0.7913 2.3 1.8 -1.7 -0.5279
N -1.2319 2.3231 -0.8581 1.1 -0.1 -0.9 -0.1819
N -2.3191 2.1607 -0.3305 -1.6 4.0 0.2 -0.3070
C -0.8532 -0.8661 0.7953 -1.2 0.5 1.2 -1.6272
C -2.3247 -0.9706 -1.3043 0.4 3.3 -0.3 -1.7822
C -0.3843 1.1072 -1.0661 -3.3 -1.6 1.1 0.4991
C -1.5726 -0.0814 -0.2793 0.7 0.5 -1.7 1.5772
C 1.3329 1.5695 0.8946 0.8 -0.2 -2.5 -0.4566
C 0.8796 1.2157 -0.3592 0.9 -0.3 0.6 -0.3223
C -2.6700 0.9341 0.1460 0.1 -5.1 1.8 0.2931
C 2.9986 0.8755 -0.3904 1.9 -0.1 1.5 -0.3756
C 2.7677 1.3526 0.8447 -2.1 0.4 -0.5 -0.6719
H 0.7754 2.1553 1.5673 -0.5 0.2 1.0 0.5449
H 3.8840 0.5531 -0.8388 1.3 -0.3 -0.5 0.5023
H 0.1299 -1.1796 0.4321 -0.3 -0.2 0.4 0.3375
H -3.2857 -1.2795 -0.9673 -0.5 -0.6 0.7 0.3877
H -1.7150 -1.7401 -1.6440 0.9 -1.5 -0.7 0.4520
H -0.1354 1.0483 -2.1742 -0.8 -0.3 1.3 0.3400
H -0.8108 -0.1941 1.6539 1.0 0.1 0.1 0.3594
H 3.4470 1.6679 1.5670 1.1 0.1 1.0 0.4661
H -1.4784 -1.6620 1.2726 0.5 0.1 -1.1 0.4066
H -2.5444 -0.2488 -2.1126 0.0 -0.7 -0.3 0.4199
```
Positions in Å, forces in eV/Å.

---

Entry 2:
C4H14N2O2 | the ωB97M-V functional and the def2-TZVPD basis

Results
- ΔE to the lowest compared entry with this formula, charge and spin: 310.4 kJ/mol
- SMILES string: NCCNCCO.O
- Electronic energy: -420.68686 Eh
- Maximum force: 0.0809 Eh/bohr
- Lowest unoccupied orbital energy: 0.7 eV
- E_HOMO: -8.561 eV
- Orbital gap: 9.263 eV

The geometry in XYZ format:
```
22
Properties=species:S:1:pos:R:3:forces:R:3:mulliken_charge:R:1
O -2.7178 2.1552 4.8333 2.4 0.3 -1.5 -0.6546
O -1.5550 1.4480 -3.2777 0.2 1.4 -2.3 -0.5246
N 0.5472 -0.5076 -1.4623 -1.0 -1.0 0.9 -0.3983
N 2.3927 -1.4729 1.7217 0.4 2.6 -0.8 -0.5407
C -1.5901 0.5048 -2.3029 0.1 0.8 4.1 -0.4097
C 1.2970 -1.4454 0.7818 -1.9 0.6 -1.3 -0.2996
C -0.3602 0.6236 -1.2078 -2.5 -2.4 0.1 -0.3989
C 1.7283 -0.6212 -0.5537 -1.8 -0.4 2.1 -0.5652
H -2.5808 0.6403 -1.7012 1.6 0.0 -1.1 0.2426
H -0.0071 -1.4305 -1.3499 1.2 2.0 -0.3 0.2223
H 0.6848 -2.3979 0.5238 2.2 0.5 0.1 0.2731
H 3.3128 -1.0835 1.4443 -1.3 -0.1 -0.4 0.2356
H 2.1092 0.3575 -0.0032 -0.6 -1.6 -2.2 0.3196
H -1.0047 1.2615 -4.0723 -0.5 -0.3 1.3 0.3147
H 0.2692 1.4638 -1.2976 0.1 1.5 -0.3 0.4175
H -0.8754 0.5971 -0.1701 1.0 0.1 -1.3 0.1824
H -1.6134 -0.5005 -2.6328 0.2 -1.2 -0.6 0.3020
H -1.9256 2.3290 4.1893 -2.5 -0.4 1.8 0.3327
H -3.4951 2.5613 4.4430 0.1 0.1 -0.2 0.3215
H 2.4056 -1.1741 -1.2253 0.7 0.4 1.2 0.2893
H 0.3704 -0.9749 1.2777 1.5 0.4 -0.7 0.1457
H 2.6081 -2.3338 2.0419 0.5 -3.5 1.4 0.1926
```
Positions in Å, forces in eV/Å.

---

Entry 3:
C10H24BBr6N3O8 | the ωB97M-V functional and the def2-TZVPD basis

Results
- ΔE to the lowest compared entry with this formula, charge and spin: 307.4 kJ/mol
- Electronic energy: -16630.13992 Eh
- Maximum force: 0.1257 Eh/bohr
- Lowest unoccupied orbital energy: -7.3 eV
- E_HOMO: -12.688 eV
- Orbital gap: 5.380 eV
- Total charge: +2

The geometry in XYZ format:
```
52
Properties=species:S:1:pos:R:3:forces:R:3:mulliken_charge:R:1
Br 3.5882 4.6053 -1.9702 -1.6 -0.1 0.2 -0.1951
Br 2.2551 -4.8966 1.9234 0.5 0.1 0.1 -0.1304
Br -2.8892 -2.0239 5.0091 -0.2 0.2 0.0 -0.1677
Br -3.6010 2.3985 6.6163 0.4 -1.3 -0.9 -0.1700
Br 1.1930 -4.0322 5.2858 -0.3 -0.1 -0.1 -0.1064
Br 1.1968 7.0718 -3.2859 0.2 0.1 0.2 -0.1153
O -3.6408 0.1719 -0.3531 3.8 -0.2 -0.2 -0.6377
O 0.7050 -1.3076 -0.2049 0.8 0.0 -0.8 -0.4809
O -2.5292 0.5898 2.4439 3.4 -0.9 -5.4 -0.5534
O -0.5407 0.2814 1.2018 0.3 0.1 0.0 -0.5130
O 2.6755 0.9585 -2.1189 -3.2 -1.8 2.5 -0.7387
O -1.4197 -0.2106 -0.8805 -1.1 0.0 -0.4 -0.6470
O 2.7446 -1.9113 -1.1331 -2.8 2.2 0.6 -0.6138
O 0.6720 0.9102 -0.9145 1.6 0.6 -0.9 -0.2815
N 5.1307 1.1954 -3.5500 0.2 -1.4 0.1 -0.3659
N 1.0039 -2.8958 -3.5863 -0.8 1.2 -0.6 -0.3190
N -3.8686 -0.8771 -3.1307 1.0 -0.5 0.1 -0.3950
C -3.8541 -0.3987 5.5517 1.1 1.0 0.5 -0.4494
C 1.2258 -3.3744 2.5092 -2.1 -0.3 1.1 -0.2388
C 1.8537 -1.0906 -0.8468 1.5 -1.3 -1.0 0.2133
C 1.5223 4.5059 -1.9720 0.4 1.4 -0.4 -0.6251
C 0.2150 -3.8312 3.6173 0.6 -0.6 -0.7 -0.1624
C -2.7928 0.7320 5.7132 -0.5 0.4 0.3 -0.5572
C -2.4264 0.1653 -0.0709 -3.6 -0.6 0.6 0.6463
C -1.8627 0.3955 1.3789 -2.0 0.7 3.1 0.5359
C 1.8091 0.4132 -1.3719 1.8 0.9 -1.1 0.6724
C 0.8160 5.9175 -1.7638 1.5 -2.0 -1.3 -0.5016
B -0.1323 -0.0790 -0.1956 -0.7 0.1 1.8 1.2656
H 1.7879 -2.5580 2.9627 0.4 -0.1 -0.7 0.4611
H -4.7064 -0.4537 -3.5034 -0.3 0.2 -0.3 0.3664
H 5.1991 0.1883 -3.5836 0.3 -0.7 0.2 0.3553
H -2.3389 1.0224 4.7657 -0.6 0.2 0.0 0.2233
H -3.5008 -1.6483 -3.6693 -0.6 -0.5 -0.6 0.3596
H 0.3771 -3.2677 -4.2855 -0.2 -0.7 -0.3 0.4178
H -4.0190 -1.2145 -2.1907 -0.4 0.2 1.0 0.3475
H -4.3230 -0.6333 6.5074 0.0 0.0 -0.2 0.4211
H -0.1988 -4.7931 3.3147 0.2 -0.1 0.3 0.4092
H 1.3245 4.1525 -2.9839 0.0 0.0 0.2 0.3867
H 1.6735 -2.3203 -4.0768 1.2 -0.4 -0.2 0.3719
H -0.6560 -3.2050 3.8106 0.5 0.5 -0.2 -0.1253
H -3.0867 -0.2401 -3.0767 0.0 0.9 0.3 0.3179
H -4.5978 -0.1774 4.7862 0.2 0.0 0.1 0.3485
H -1.9465 0.5281 6.3692 -0.5 -0.5 0.2 0.4229
H 1.3700 -3.5984 -2.9598 0.6 -0.3 0.4 0.3744
H -0.2333 5.7023 -1.9653 -0.1 0.2 1.1 0.3656
H 4.3512 1.3483 -2.9262 -1.2 0.7 0.4 0.3395
H 0.6560 -3.1464 1.6084 0.2 0.6 0.3 -0.1384
H 1.2036 3.7675 -1.2363 0.3 0.2 0.1 0.2880
H 4.9725 1.4356 -4.5182 0.1 1.1 -0.1 0.3850
H 0.4871 -2.1788 -3.0976 -0.5 -0.1 1.0 0.1192
H 1.1797 6.3770 -0.8447 -0.7 0.1 -0.1 0.4002
H 5.9756 1.5298 -3.1089 0.5 0.6 -0.3 0.4143
```
Positions in Å, forces in eV/Å.

---

Entry 4:
C33H27BiBrN3O2S2Sb | the ωB97M-V functional and the def2-TZVPD basis

Results
- Electronic energy: -5413.51006 Eh
- Maximum force: 0.0165 Eh/bohr
- Lowest unoccupied orbital energy: -3.8 eV
- E_HOMO: -10.950 eV
- Orbital gap: 7.141 eV
- Total charge: +1

The geometry in XYZ format:
```
70
Properties=species:S:1:pos:R:3:forces:R:3:mulliken_charge:R:1
Bi 0.3978 -0.3642 0.7790 0.2 -0.7 -0.1 1.0738
Sb -2.4353 -0.0971 -0.0320 -0.7 0.2 0.4 1.9657
Br 3.0180 -7.8831 0.1924 0.0 0.0 0.0 -0.1746
S 1.0067 1.1005 -1.3067 0.2 0.2 0.1 -0.4563
S 1.7865 4.0213 -1.3321 0.1 0.0 0.0 0.0162
O 1.6829 -2.6163 0.4322 -0.3 -0.1 -0.1 -0.8175
O -0.5116 -2.4680 0.1804 0.4 0.2 0.1 -0.3581
N -0.8186 -0.0159 3.0677 0.0 -0.2 0.2 0.1915
N 0.6873 2.9981 0.6970 0.0 -0.2 -0.2 -1.3216
N 0.1540 1.9827 1.4489 0.2 0.0 -0.6 0.6743
C 1.4667 -6.8081 0.1578 0.0 0.0 0.0 -0.0652
C -4.3192 0.6376 2.3615 0.1 0.2 0.0 -0.3881
C -0.8216 1.2514 3.5063 0.2 0.1 -0.4 1.0854
C 0.2235 -7.4119 0.0466 -0.1 0.0 0.0 -0.3553
C 2.4862 3.3395 -2.8476 -0.1 0.0 0.0 -0.8836
C -1.7903 0.5753 5.5732 0.0 0.1 0.1 -0.4477
C -2.5625 1.3851 -2.7435 -0.1 0.0 0.0 -0.7153
C -3.0921 2.4816 1.4047 -0.1 -0.1 0.0 -1.0702
C -1.3045 1.5841 4.7552 -0.1 0.2 0.2 -0.7252
C -3.3988 1.1167 1.4297 0.0 0.1 0.1 0.7942
C 0.4431 -4.6524 0.2030 0.0 0.1 0.0 0.2562
C -3.2190 2.0144 -3.7957 0.0 0.0 0.0 -0.5572
C 1.1017 2.6583 -0.4933 -0.2 0.0 0.2 0.5601
C -4.9083 1.5137 3.2719 0.1 0.0 -0.1 -0.6878
C -4.9733 -4.2776 0.0241 0.0 0.0 -0.1 -0.6037
C -0.2620 2.2894 2.6067 -0.3 -0.1 0.8 -1.0459
C -4.6957 0.9864 -1.6592 0.0 0.1 -0.2 -0.2308
C -1.7536 -0.7371 5.1342 0.0 0.0 0.0 -0.8643
C -3.5664 -1.8778 0.0151 0.1 -0.1 0.1 0.5009
C -3.3063 0.8761 -1.6837 0.3 -0.1 -0.1 0.5511
C -4.8088 -3.5705 -1.1602 0.0 0.0 0.0 -0.6977
C -4.6019 2.1267 -3.7813 0.0 0.0 0.1 -0.5207
C -0.9179 -6.6204 0.0156 0.0 0.0 0.0 -0.6724
C -4.4274 -3.7916 1.2066 0.1 0.1 0.0 -0.9091
C -4.1033 -2.3708 -1.1691 -0.1 -0.1 0.1 -0.6265
C -3.7181 -2.5974 1.2015 0.0 -0.1 -0.1 -0.1071
C -3.6862 3.3528 2.3103 0.0 0.0 0.0 -0.6713
C 0.5748 -3.1697 0.2745 0.1 0.1 0.0 0.4962
C 1.5921 -5.4346 0.2399 0.0 0.1 0.0 -0.5110
C -1.2477 -0.9930 3.8706 0.0 0.2 -0.2 -0.3693
C -4.5882 2.8662 3.2511 0.0 0.0 0.0 -0.6070
C -0.8132 -5.2386 0.0910 -0.1 0.0 0.0 -0.0579
C -5.3398 1.6154 -2.7153 0.1 0.0 0.0 -0.7476
H -1.4819 1.3004 -2.7554 -0.1 0.0 0.0 0.2633
H -3.2749 -2.2422 2.1250 0.0 0.0 0.0 0.2496
H -1.1813 -2.0059 3.4784 0.0 0.1 0.0 0.5447
H 3.2035 4.0872 -3.1826 0.0 0.0 0.0 0.3614
H -5.6281 1.1375 3.9898 0.0 0.0 0.0 0.4602
H -3.4539 4.4130 2.2745 0.0 -0.1 0.0 0.4885
H -5.2741 0.5941 -0.8285 0.0 0.0 0.0 0.3737
H -1.8911 -7.0885 -0.0711 0.1 0.0 0.0 0.4397
H -1.6941 -4.6064 0.0570 0.1 -0.1 0.0 0.2228
H -0.1918 3.3202 2.9500 -0.1 -0.1 0.0 0.3889
H -5.2295 -3.9527 -2.0831 0.0 0.0 0.1 0.4241
H -2.1859 0.8125 6.5526 0.0 0.0 0.0 0.4525
H -4.5419 -4.3474 2.1296 0.0 0.0 0.0 0.4246
H -2.4049 2.8788 0.6617 -0.1 0.0 0.0 0.4960
H -2.1059 -1.5478 5.7572 0.0 0.0 0.0 0.4458
H -2.6473 2.4146 -4.6267 -0.1 0.0 0.1 0.4178
H 1.7229 3.1959 -3.6085 0.0 0.0 0.0 0.3004
H -5.5214 -5.2132 0.0238 0.0 0.1 0.0 0.4239
H -4.6037 -0.4068 2.3731 0.0 0.0 0.0 0.4533
H 0.1506 -8.4905 -0.0204 0.0 0.1 0.0 0.4161
H -5.1119 2.6126 -4.6048 0.0 0.0 0.1 0.3943
H 3.0078 2.4090 -2.6486 0.1 0.0 0.0 0.3274
H -6.4188 1.7079 -2.7047 0.0 0.0 0.0 0.4153
H -5.0564 3.5448 3.9555 0.0 0.0 -0.1 0.4165
H -1.2977 2.6176 5.0788 0.0 -0.1 0.0 0.4580
H -3.9809 -1.8296 -2.0991 0.0 0.0 0.0 0.4718
H 2.5607 -4.9616 0.3330 0.0 0.0 0.0 0.5699
```
Positions in Å, forces in eV/Å.

---

Entry 5:
C26H23AuN2O7 | the ωB97M-V functional and the def2-TZVPD basis

Results
- ΔE to the lowest compared entry with this formula, charge and spin: 383.0 kJ/mol
- Electronic energy: -1776.31009 Eh
- Maximum force: 0.0807 Eh/bohr
- Lowest unoccupied orbital energy (alpha / beta): -3.8 / -3.8 eV
- E_HOMO (alpha / beta): -8.060 / -8.056 eV
- Orbital gap (alpha / beta): 4.247 / 4.223 eV

The geometry in XYZ format:
```
59
Properties=species:S:1:pos:R:3:forces:R:3:mulliken_charge:R:1
Au -0.2096 -1.5248 -2.0646 0.8 0.0 2.1 0.5772
O 3.6029 -1.9274 -0.5868 -0.1 -0.5 -0.8 -0.7194
O 0.1396 -0.5969 6.1970 -0.1 0.3 -0.3 -0.4994
O 0.2546 -3.6462 0.7541 -0.1 0.1 -0.6 -0.6761
O 0.3814 -2.8648 5.9021 0.1 -0.4 -0.3 -0.4893
O 0.3762 0.7299 -1.0022 -0.9 -0.2 -0.5 0.5317
O 1.8810 -1.3260 -1.8714 -2.2 -1.0 -2.7 -0.6937
O -0.6899 -1.6975 0.1476 -1.0 2.1 -3.4 -0.4318
N 0.6601 1.4586 -3.9937 0.3 -1.0 -0.5 -0.9843
N -0.4659 2.1151 -3.7145 -0.3 0.4 0.4 0.4124
C 2.1106 2.0259 1.9210 0.0 0.0 0.0 -0.6405
C 2.6440 -1.2467 -0.8874 1.5 1.5 3.4 0.6169
C -1.3409 4.0937 -2.4634 0.0 0.0 0.0 -1.4811
C -2.1640 -1.7188 -2.3980 -0.5 -0.1 0.4 0.3413
C 1.6280 2.0843 -3.3507 -0.3 0.2 0.1 0.8542
C 3.3373 0.1604 1.0693 -0.2 0.3 0.2 -1.0864
C -4.1203 -3.1162 -2.4412 0.0 0.1 -0.2 -0.6175
C 1.1005 3.1826 -2.6379 -0.4 0.0 -0.2 -0.4287
C 0.1016 -2.8496 3.4409 0.0 0.0 0.4 -1.1115
C 0.1513 -2.2771 4.6905 -0.1 0.7 -0.4 1.0705
C -0.1961 -2.5359 0.9462 1.4 -2.2 2.2 0.4187
C 1.2989 0.8292 -0.0173 0.9 0.5 1.1 0.5079
C 1.1756 1.8558 0.9228 -0.2 0.0 -0.4 -0.6273
C -0.2525 3.1763 -2.9011 0.2 0.2 0.1 0.4680
C -4.9309 -1.9954 -2.3994 -0.1 -0.1 0.0 -0.4140
C 0.3692 -1.8260 6.8530 0.2 -0.1 1.2 -0.2580
C 3.2054 1.1826 1.9895 0.2 0.0 0.1 -0.6477
C -0.0198 -0.8979 4.8766 0.0 -0.6 -0.3 1.1342
C -4.3644 -0.7337 -2.3597 0.0 0.0 -0.2 -0.7394
C -0.4211 -0.6348 2.5773 0.0 -0.3 0.0 -0.5729
C 3.0371 1.6317 -3.4540 0.0 -0.1 0.0 -1.2503
C 2.3857 -0.0409 0.0773 -0.2 -0.7 -0.9 0.2790
C -2.9839 -0.6007 -2.3648 0.4 0.3 0.1 -0.0166
C -0.1843 -1.9883 2.3834 -0.4 0.6 -0.7 0.2503
C -2.7415 -2.9761 -2.4435 0.4 -0.3 0.0 -0.2580
C -0.3132 -0.0527 3.8334 0.0 -0.1 0.5 -1.1995
H -4.5523 -4.1053 -2.4497 0.0 -0.1 -0.1 0.3919
H 4.1878 -0.5035 1.0990 -0.1 -0.1 -0.1 0.5446
H -1.7735 3.7920 -1.5052 0.0 0.1 0.0 0.2283
H 1.9922 2.8238 2.6387 0.0 0.1 0.0 0.4630
H -0.4515 1.0030 3.9929 0.0 0.2 0.0 0.4467
H 0.3387 2.5384 0.8372 -0.1 0.1 0.0 0.4760
H -2.1252 -3.8619 -2.4671 0.1 -0.1 0.1 0.4210
H -4.9939 0.1456 -2.3162 0.0 0.0 0.0 0.4038
H 3.4601 1.4356 -2.4695 0.0 0.0 0.0 0.1692
H -2.1410 4.1173 -3.2009 -0.1 0.0 0.0 0.3971
H -0.9486 5.1035 -2.3582 -0.1 0.0 0.1 0.3920
H 1.6246 3.8842 -2.0195 0.1 0.1 0.1 0.4269
H -0.6877 -0.0394 1.7224 0.1 0.1 0.0 0.4980
H 0.2775 -3.8982 3.2659 0.0 -0.1 0.0 0.5173
H -0.4338 -2.0032 7.5866 0.1 0.0 -0.2 0.2478
H 3.9586 1.3265 2.7483 0.1 0.0 0.1 0.4169
H -1.3322 1.8238 -4.1370 0.1 0.1 0.0 0.2417
H -2.5481 0.3884 -2.3334 0.1 0.2 0.1 0.3559
H 3.0687 0.7195 -4.0432 0.1 -0.1 0.0 0.3321
H -6.0053 -2.1099 -2.4067 -0.1 0.0 0.1 0.3782
H -0.3416 1.3616 -0.8530 0.3 0.0 0.0 0.0234
H 3.6459 2.3965 -3.9354 0.1 0.0 0.0 0.3642
H 1.3378 -1.7923 7.3753 -0.2 0.0 -0.2 0.2452
```
Positions in Å, forces in eV/Å.